# 1
18
Properties=species:S:1:pos:R:3:forces:R:3 method="wB97M-V/def2-TZVPD" homo_energy_ha="-0.2755 / -0.2796" total_charge=0 e_tot_ev=-7422.837 e_lumo_ev="0.617 / 0.793" gap_ev="8.115 / 8.400"
C -2.56816 0.33672 -0.48896 -0.0654 0.0156 0.0067
C -1.04447 0.32503 -0.59526 0.0142 0.0539 -0.1143
C -0.32308 0.38694 0.74819 -0.0275 0.4730 -0.0339
C 1.65364 -1.56667 0.53003 -0.1098 -0.9143 -0.3316
O 2.51041 -0.60440 0.60444 0.2313 0.4346 0.4479
C 2.45925 0.48943 -0.14001 0.6957 0.0364 -0.6144
H -2.93552 -0.53472 0.06731 0.0821 0.1394 -0.0558
H -3.03551 0.31700 -1.48040 0.0617 0.0048 0.1585
H -2.91943 1.23611 0.02968 0.0482 -0.1228 -0.0561
H -0.71311 1.17524 -1.20465 -0.0715 -0.0954 -0.0069
H -0.74416 -0.57931 -1.14669 0.0068 0.1655 0.1122
H -0.57631 1.30687 1.28188 -0.3299 0.0736 -0.0432
H -0.66249 -0.43937 1.39346 0.6034 0.2205 -0.2100
H 1.72333 -2.32610 1.29154 0.1208 0.0450 -0.0193
H 1.06746 -1.69876 -0.37341 0.0323 0.0950 0.1280
H 3.22228 1.21465 0.08434 0.1421 -0.0821 0.0595
H 0.79131 0.57861 0.55584 -1.2945 -0.5681 0.4662
H 2.09457 0.38273 -1.15733 -0.1401 0.0256 0.1064

# 2
18
Properties=species:S:1:pos:R:3:forces:R:3 method="wB97M-V/def2-TZVPD" homo_energy_ha=-0.3497 total_charge=0 e_tot_ev=-7426.208 e_lumo_ev=0.934 gap_ev=10.450
C 2.02515 -0.27380 -0.16377 0.1674 -0.0419 -0.1386
O 1.02683 0.51214 0.42136 -0.1262 -0.1346 0.0781
C -0.34864 0.22216 0.10638 -0.3243 -0.1013 0.0339
C -0.61015 1.07050 -1.17741 0.1192 0.0594 0.1227
C -0.68439 -1.26161 -0.17402 0.0317 -0.1019 0.0160
C -0.95731 0.52161 1.49767 -0.1031 0.0484 0.0368
H 2.84308 0.40969 -0.41717 0.0734 -0.3400 0.0387
H 1.68400 -0.77154 -1.08327 0.1617 0.0613 0.1718
H 2.35989 -1.02648 0.56671 0.1241 0.0413 -0.3659
H 0.35221 1.00726 -1.69364 -0.1574 0.0438 -0.1902
H -1.35878 0.73778 -1.91732 -0.0246 -0.1081 0.7451
H -0.75523 2.13610 -0.97873 -0.1079 -0.1659 0.1965
H -0.49316 -1.60856 -1.19669 0.1607 0.2294 0.1802
H -0.17780 -1.93210 0.52714 0.0802 0.1284 -0.0732
H -1.75617 -1.40610 0.00377 0.1307 0.1347 -0.1145
H -0.36066 -0.12190 2.15230 -0.1857 0.1031 0.0767
H -0.78737 1.54110 1.85545 -0.0384 -0.0261 -0.3485
H -2.00150 0.24373 1.67123 0.0185 0.1700 -0.4655

# 3
18
Properties=species:S:1:pos:R:3:forces:R:3 method="wB97M-V/def2-TZVPD" homo_energy_ha=-0.3382 total_charge=0 e_tot_ev=-7426.153 e_lumo_ev=0.936 gap_ev=10.138
C -2.19609 0.71976 0.24719 0.2222 -0.3244 0.1779
C -1.29895 -0.46372 -0.10261 0.7649 -1.1805 -0.8579
C 0.19143 -0.16649 -0.19327 -1.2001 0.6004 -0.3612
C 0.71099 0.56000 -1.17399 1.7134 0.3696 0.1014
C 2.15410 1.04779 -1.12078 -0.1084 -0.8794 0.1556
H -1.73655 1.61920 -0.14932 -0.1383 0.2035 -0.0597
H -2.31338 0.83381 1.32514 0.0157 0.0879 -0.0018
H -3.17909 0.58091 -0.19656 -0.1037 0.1077 0.0624
H -1.59298 -0.89161 -1.07242 -0.0976 0.3176 0.0439
H -1.39739 -1.32557 0.55914 -0.4419 0.1500 0.3695
H 0.80949 -0.52291 0.61870 0.2322 0.3963 0.1326
H 0.26179 0.82339 -2.12517 -0.8494 -0.0488 0.3129
H 2.31346 2.00981 -1.59836 -0.1614 0.0699 -0.1254
H 2.78541 0.30331 -1.61818 0.1373 0.2299 -0.0801
H 2.49882 1.12144 -0.09060 0.0184 0.0015 0.0283
H 0.34647 -2.40880 1.59401 0.4118 -0.0967 0.3090
H 0.63395 -1.56982 2.80404 -0.2934 0.7350 0.6797
O 1.00852 -2.27050 2.29303 -0.1217 -0.7395 -0.8870

# 4
18
Properties=species:S:1:pos:R:3:forces:R:3 method="wB97M-V/def2-TZVPD" homo_energy_ha=-0.3684 total_charge=0 e_tot_ev=-7424.915 e_lumo_ev=0.804 gap_ev=10.827
C -0.70452 1.58058 1.59985 0.1563 0.5983 0.0695
C -2.20514 1.62113 0.95760 3.1312 -3.4453 1.3339
C -2.84089 2.93097 1.04483 -3.6869 1.0496 0.6243
H -0.58468 2.26398 2.53100 -0.5738 -1.0760 -1.5185
H -0.53575 0.54566 1.93603 0.1042 0.3975 -0.0177
H 0.18793 1.82719 0.94169 -1.3623 -0.0956 0.3845
H -2.24527 1.21873 -0.05023 0.7168 0.4244 -0.5141
H -2.61663 0.65504 1.45627 -0.4668 2.2770 -0.0950
H -3.92323 2.76362 0.62774 1.9451 0.9844 -0.2254
H -2.24087 3.79772 0.61734 -1.0270 -1.2354 0.3256
H -3.20058 3.16891 2.07635 1.0700 0.1153 -0.3728
O 1.22535 -1.24534 -1.41184 3.5544 -3.3155 -2.0978
C 2.12061 -2.07611 -1.76991 -1.7208 3.1652 0.3386
C 2.67930 -3.11474 -0.84864 -1.8884 0.3408 0.3630
H 2.75165 -2.07494 -2.78930 -1.7839 0.6471 1.4606
H 3.26820 -2.51382 -0.12830 -0.0779 -0.7164 -0.1511
H 1.76138 -3.58792 -0.33091 1.8306 0.3703 -0.6218
H 3.27889 -3.75243 -1.49539 0.0791 -0.4857 0.7140

# 5
18
Properties=species:S:1:pos:R:3:forces:R:3 method="wB97M-V/def2-TZVPD" homo_energy_ha="-0.2570 / -0.2647" total_charge=0 e_tot_ev=-7423.460 e_lumo_ev="0.979 / 0.986" gap_ev="7.972 / 8.187"
C 2.31913 -0.40689 -0.58148 0.0346 0.0309 -0.0491
C 1.50076 -0.95881 0.59256 -0.0302 -0.0591 0.0236
C 0.37007 -0.06295 0.96734 0.7455 0.4865 -0.0225
O -0.78455 -0.59110 1.23060 -0.0195 -0.9527 -0.0491
C -1.90317 0.00271 1.53117 -0.6068 0.4921 0.2802
C -1.63281 0.88424 -1.43226 0.0756 0.0100 -0.0797
H 3.19290 -1.03804 -0.77576 -0.1323 0.0907 0.0280
H 2.68256 0.60547 -0.36922 -0.0571 -0.1510 -0.0084
H 1.71972 -0.36015 -1.49696 0.0616 -0.0030 0.1539
H 2.17844 -1.12740 1.44379 -0.0790 0.0253 -0.0642
H 1.08360 -1.93781 0.33040 0.0525 0.1061 0.0541
H 0.47055 1.01301 1.10024 0.0373 -0.1292 -0.0059
H -0.81386 0.58301 -0.76994 -0.2289 0.1267 -0.2530
H -1.92714 1.08430 1.60253 -0.0081 -0.1470 0.0215
H -2.76754 -0.63815 1.59047 0.1228 0.0540 0.0398
H -2.13305 1.76953 -1.03215 0.0590 -0.1295 -0.0955
H -2.35135 0.06664 -1.52126 0.0892 0.1418 -0.0148
H -1.20425 1.11239 -2.41005 -0.1161 0.0073 0.0412

# 6
18
Properties=species:S:1:pos:R:3:forces:R:3 method="wB97M-V/def2-TZVPD" homo_energy_ha=-0.3556 total_charge=0 e_tot_ev=-7424.866 e_lumo_ev=0.917 gap_ev=10.593
C 2.05744 0.66684 -0.43836 0.2892 -0.9353 0.8660
O 1.17651 -0.47087 0.21060 0.4374 1.0085 -0.6320
C -0.26999 -0.31488 0.19775 -0.3309 0.3722 -0.3833
C -0.43365 0.31776 -1.15275 -0.3580 0.3641 -0.3466
C -1.12392 -1.61154 0.23831 0.4331 -0.0051 0.1032
C -0.71169 0.57366 1.36703 0.0556 0.1130 -0.0517
H 2.47824 1.13496 0.43530 0.7517 -0.2495 0.2212
H 1.86770 1.56641 -1.11572 -0.9024 -1.3448 0.9087
H 2.70381 0.05869 -1.05616 0.6142 -0.0273 0.4061
H -0.20585 -0.42196 -1.92917 -0.3772 0.1341 0.0411
H -1.33872 0.87693 -1.33516 -0.5160 -0.1485 -0.1139
H 0.39919 0.99899 -1.14549 -1.1579 0.5283 -0.8317
H -0.85017 -2.32637 -0.54407 0.1283 0.1483 0.1103
H -1.09452 -2.11703 1.20756 0.1633 0.0453 -0.0707
H -2.18241 -1.33262 0.06063 0.6028 0.0363 0.0787
H -0.62752 0.04494 2.32552 0.0657 0.0412 -0.2623
H -0.08752 1.47025 1.42649 -0.0843 -0.0212 -0.0441
H -1.75695 0.88583 1.24770 0.1854 -0.0597 0.0009